[1]
{
  "formula": "C5H13NO",
  "method": "ωB97M-V with the def2-TZVPD basis set",
  "smiles": "CCC(N)=O.CC",
  "e_tot_ha": -328.24964,
  "molar_mass_g_mol": 103.16,
  "elements": ["C", "C", "C", "N", "O", "H", "H", "H", "H", "H", "H", "H", "C", "C", "H", "H", "H", "H", "H", "H"],
  "positions_angstrom": [[1.984, 1.781, -0.509], [0.845, 0.748, -0.266], [-0.555, 1.094, -0.685], [-0.820, 1.811, -1.848], [-1.586, 0.803, -0.068], [1.910, 2.637, 0.205], [1.972, 2.100, -1.474], [2.987, 1.477, -0.415], [1.298, -0.013, -0.958], [0.827, 0.477, 0.729], [-1.815, 1.718, -2.057], [-0.152, 2.321, -2.526], [-1.419, -1.800, 0.832], [-0.341, -2.514, 1.633], [-2.459, -2.196, 0.772], [-1.545, -0.783, 1.369], [-1.264, -1.526, -0.245], [0.628, -1.801, 1.792], [0.070, -3.422, 1.026], [-0.564, -2.911, 2.693]]
}

[2]
{
  "formula": "C7H12Cl16",
  "method": "ωB97M-V with the def2-TZVPD basis set",
  "spin_multiplicity": 2,
  "s2": 0.75,
  "e_tot_ha": -7636.56007,
  "molar_mass_g_mol": 663.42,
  "charge": 1,
  "elements": ["C", "Cl", "Cl", "Cl", "H", "C", "Cl", "Cl", "Cl", "H", "C", "Cl", "Cl", "H", "H", "C", "Cl", "Cl", "H", "H", "C", "Cl", "Cl", "H", "H", "C", "Cl", "Cl", "H", "H", "C", "Cl", "Cl", "H", "H"],
  "positions_angstrom": [[0.039, -1.760, -3.577], [-0.201, -0.013, -3.781], [0.840, -2.607, -4.929], [-1.586, -2.490, -3.403], [0.611, -1.914, -2.662], [-3.500, -0.664, 2.449], [-1.896, 0.079, 2.539], [-4.012, -0.914, 0.742], [-4.699, 0.489, 3.180], [-3.584, -1.586, 3.025], [1.141, 0.967, 1.139], [0.915, -0.003, -0.370], [2.766, 1.657, 1.186], [0.436, 1.796, 1.089], [0.942, 0.410, 2.054], [-2.040, 1.833, -1.504], [-2.651, 2.403, 0.085], [-1.033, 3.043, -2.185], [-1.363, 0.982, -1.428], [-2.861, 1.625, -2.190], [-0.831, 5.559, -0.115], [0.510, 4.323, -0.031], [-1.357, 5.995, 1.505], [-0.534, 6.386, -0.759], [-1.725, 5.096, -0.534], [1.521, -3.864, 3.409], [1.135, -2.370, 2.554], [3.239, -4.114, 3.952], [0.872, -3.797, 4.282], [1.162, -4.726, 2.846], [3.516, -2.179, -1.708], [2.827, -3.554, -2.592], [4.850, -2.865, -0.666], [3.872, -1.463, -2.450], [2.678, -1.759, -1.151]]
}

[3]
{
  "formula": "C34H60BrClN9O20",
  "method": "ωB97M-V with the def2-TZVPD basis set",
  "spin_multiplicity": 2,
  "s2": 0.75,
  "e_tot_ha": -6362.15688,
  "molar_mass_g_mol": 1030.25,
  "elements": ["C", "C", "C", "N", "C", "C", "C", "C", "C", "H", "H", "H", "H", "H", "H", "H", "H", "H", "H", "H", "H", "H", "H", "H", "H", "H", "H", "Cl", "O", "O", "O", "O", "Br", "C", "N", "O", "O", "H", "H", "H", "C", "N", "O", "O", "H", "H", "H", "C", "N", "O", "O", "H", "H", "H", "C", "N", "O", "O", "H", "H", "H", "C", "N", "O", "O", "H", "H", "H", "C", "N", "O", "O", "H", "H", "H", "C", "N", "O", "O", "H", "H", "H", "C", "N", "O", "O", "H", "H", "H", "C", "C", "C", "C", "C", "C", "H", "H", "H", "H", "H", "H", "C", "C", "C", "C", "C", "C", "H", "H", "H", "H", "H", "H", "C", "C", "C", "C", "C", "C", "H", "H", "H", "H", "H", "H"],
  "positions_angstrom": [[10.231, 3.127, 10.139], [11.558, 2.913, 9.373], [12.494, 4.082, 9.460], [13.733, 4.149, 8.498], [14.487, 5.412, 8.914], [13.383, 4.297, 6.949], [13.575, 2.872, 6.437], [14.182, 2.015, 7.633], [14.680, 2.932, 8.677], [9.703, 3.957, 9.669], [10.267, 3.572, 11.134], [9.612, 2.236, 10.239], [11.279, 2.779, 8.327], [12.109, 2.077, 9.804], [12.914, 4.224, 10.456], [11.893, 4.960, 9.226], [15.300, 5.572, 8.206], [14.943, 5.073, 9.845], [13.821, 6.265, 9.046], [14.185, 4.848, 6.458], [12.409, 4.786, 6.924], [14.210, 2.879, 5.552], [12.670, 2.423, 6.027], [15.114, 1.511, 7.376], [13.465, 1.300, 8.036], [15.711, 3.282, 8.628], [14.506, 2.461, 9.644], [14.188, 7.275, 12.352], [14.927, 6.264, 13.050], [15.092, 7.950, 11.435], [13.186, 6.559, 11.661], [13.692, 8.130, 13.357], [13.404, 2.990, 13.118], [15.072, -0.312, 12.126], [14.381, -0.495, 10.837], [15.024, -0.287, 9.809], [13.218, -0.834, 10.918], [16.074, -0.727, 12.011], [14.584, -0.711, 13.015], [15.029, 0.771, 12.243], [18.169, 5.923, 9.838], [18.608, 7.067, 8.979], [18.007, 8.113, 8.957], [19.631, 6.847, 8.374], [18.866, 5.827, 10.671], [18.143, 4.986, 9.283], [17.176, 6.110, 10.246], [14.588, -0.263, 2.030], [14.726, 0.865, 3.035], [14.357, 0.690, 4.168], [15.280, 1.866, 2.556], [13.569, -0.105, 1.679], [14.777, -1.183, 2.584], [15.302, -0.109, 1.221], [8.093, 4.125, 6.301], [9.587, 4.431, 6.182], [9.948, 5.599, 6.408], [10.233, 3.542, 5.695], [8.000, 3.097, 6.653], [7.647, 4.321, 5.326], [7.793, 4.849, 7.060], [18.659, 4.193, 6.547], [17.386, 4.929, 6.255], [17.324, 6.185, 6.377], [16.531, 4.269, 5.665], [18.736, 3.361, 5.848], [18.599, 3.786, 7.557], [19.546, 4.826, 6.526], [17.928, -0.637, 8.617], [17.795, 0.805, 8.887], [17.664, 1.558, 7.945], [17.987, 1.226, 10.042], [16.899, -0.996, 8.580], [18.573, -1.090, 9.370], [18.282, -0.712, 7.588], [18.621, 2.671, 12.499], [17.251, 3.395, 12.313], [16.639, 3.706, 13.347], [16.894, 3.714, 11.197], [18.506, 1.588, 12.457], [19.046, 3.008, 13.445], [19.281, 2.985, 11.691], [8.571, 8.203, 9.505], [8.655, 6.831, 10.084], [7.761, 6.029, 9.836], [9.595, 6.558, 10.861], [9.511, 8.676, 9.790], [7.744, 8.640, 10.064], [8.389, 8.232, 8.430], [11.923, -2.421, 7.822], [11.410, -3.714, 7.691], [11.737, -4.454, 6.552], [12.638, -3.937, 5.634], [13.062, -2.635, 5.718], [12.755, -1.913, 6.792], [11.730, -1.953, 8.776], [10.654, -4.089, 8.365], [11.244, -5.378, 6.288], [12.866, -4.578, 4.795], [13.687, -2.141, 4.988], [12.949, -0.857, 6.908], [12.238, 7.848, 6.001], [11.564, 8.335, 7.099], [12.273, 8.880, 8.136], [13.656, 9.031, 8.095], [14.307, 8.504, 7.000], [13.603, 7.871, 5.983], [11.664, 7.471, 5.167], [10.488, 8.346, 7.001], [11.617, 9.356, 8.850], [14.126, 9.515, 8.938], [15.384, 8.537, 6.924], [14.062, 7.467, 5.093], [9.854, 1.746, 13.367], [8.478, 2.059, 13.459], [7.491, 1.194, 12.985], [7.934, 0.123, 12.204], [9.327, -0.104, 12.028], [10.291, 0.638, 12.665], [10.561, 2.296, 13.970], [8.176, 2.987, 13.921], [6.443, 1.405, 13.137], [7.281, -0.541, 11.657], [9.584, -0.977, 11.446], [11.318, 0.349, 12.497]]
}

[4]
{
  "formula": "C2H2ClIO",
  "method": "ωB97M-V with the def2-TZVPD basis set",
  "e_tot_ha": -910.41785,
  "molar_mass_g_mol": 204.39,
  "elements": ["C", "C", "O", "Cl", "I", "H", "H"],
  "positions_angstrom": [[0.263, 0.515, -0.788], [0.061, -0.300, 0.432], [1.163, 0.345, -1.557], [1.332, -1.320, 0.921], [-1.859, -1.259, 0.209], [-0.529, 1.267, -0.949], [-0.431, 0.752, 1.732]]
}

[5]
{
  "formula": "C4H12N3",
  "method": "ωB97M-V with the def2-TZVPD basis set",
  "spin_multiplicity": 2,
  "s2": 0.75,
  "e_tot_ha": -323.15651,
  "molar_mass_g_mol": 102.16,
  "charge": 2,
  "elements": ["N", "C", "C", "C", "H", "H", "H", "H", "H", "H", "H", "N", "C", "N", "H", "H", "H", "H", "H"],
  "positions_angstrom": [[1.557, -2.552, 1.624], [0.952, -1.502, 0.825], [-0.760, 0.079, 1.714], [-0.458, -1.142, 1.241], [2.523, -2.711, 1.304], [1.086, -3.467, 1.545], [0.983, -1.763, -0.257], [1.558, -0.589, 0.947], [-1.769, 0.282, 2.057], [-0.019, 0.869, 1.735], [-1.244, -1.878, 1.242], [-0.554, 2.798, -2.365], [-0.394, 1.942, -1.382], [-0.677, 0.661, -1.414], [-0.952, 2.438, -3.224], [-0.137, 3.717, -2.415], [0.001, 2.341, -0.454], [-0.753, 0.280, -0.450], [-0.942, 0.197, -2.272]]
}

[6]
{
  "formula": "C2H9N3P",
  "method": "ωB97M-V with the def2-TZVPD basis set",
  "smiles": "C=[PH2][NH+]=C(N)N",
  "e_tot_ha": -586.90349,
  "molar_mass_g_mol": 106.09,
  "charge": 1,
  "elements": ["C", "P", "N", "C", "N", "N", "H", "H", "H", "H", "H", "H", "H", "H", "H"],
  "positions_angstrom": [[-2.562, -0.348, 0.847], [-1.690, 0.099, -0.410], [0.026, -0.544, -0.209], [1.283, -0.077, -0.111], [2.346, -0.713, 0.347], [1.426, 1.217, -0.337], [-3.380, -1.111, 0.744], [-2.747, 0.538, 1.412], [-1.525, -0.410, -1.811], [-1.532, 1.449, -0.649], [-0.183, -1.539, 0.095], [3.016, -0.002, 0.583], [2.311, -1.666, 0.775], [2.341, 1.524, -0.138], [0.871, 1.584, -1.137]]
}